DFT (wB97M-V/def2-TZVPD) results for a molecular structure, C34H38BF4N6O2PS5V in a non-equilibrium geometry.

HOMO (alpha / beta) ... -0.025 / -0.070 Ha
E_LUMO (alpha / beta) ... 4.08 / 4.08 eV
HOMO-LUMO gap (alpha / beta) ... 4.77 / 5.99 eV
Total charge ... -2
DFT total energy ... -5498.50094 a.u.
Multiplicity ... 4

XYZ file:
```
92
C34H38BF4N6O2PS5V, DFT wB97M-V/def2-TZVPD
V 0.030 -0.280 0.193
S 1.360 -1.236 2.017
S 3.346 -0.860 1.855
S 3.808 -1.408 -0.128
S 2.409 -0.420 -1.230
N -7.901 -6.064 3.251
C -7.005 -5.409 2.933
C -5.901 -4.617 2.534
C -5.993 -3.217 2.473
C -4.911 -2.461 2.088
C -3.682 -3.055 1.733
C -3.606 -4.461 1.800
C -4.682 -5.223 2.190
C -2.554 -2.247 1.303
C -1.781 -2.668 0.177
C -2.039 -3.730 -0.712
C -1.024 -3.716 -1.675
C -0.192 -2.653 -1.356
N -0.640 -2.007 -0.254
C -2.255 -1.050 1.998
C -2.776 -0.568 3.221
C -2.074 0.595 3.538
C -1.147 0.788 2.525
N -1.246 -0.191 1.600
H -6.933 -2.742 2.723
H -5.002 -1.386 2.018
H -2.662 -4.936 1.575
H -4.600 -6.302 2.246
H -2.883 -4.399 -0.677
H -0.903 -4.400 -2.502
H 0.693 -2.318 -1.872
H -3.556 -1.024 3.807
H -2.229 1.243 4.386
H -0.437 1.592 2.420
O 0.642 1.718 -0.137
S 1.940 1.650 0.598
C 1.848 3.165 1.616
C 2.468 3.201 2.854
C 2.362 4.344 3.634
C 1.637 5.434 3.173
C 1.007 5.384 1.936
C 1.111 4.245 1.156
C 3.209 2.393 -0.452
C 2.881 2.889 -1.703
C 3.879 3.389 -2.519
C 5.200 3.391 -2.084
C 5.517 2.888 -0.831
C 4.520 2.388 -0.006
H 3.018 2.334 3.202
H 2.831 4.384 4.609
H 1.548 6.322 3.787
H 0.421 6.224 1.588
H 0.603 4.173 0.204
H 1.852 2.828 -2.039
H 3.633 3.760 -3.507
H 5.984 3.765 -2.731
H 6.548 2.870 -0.499
H 4.758 1.961 0.961
C -3.774 0.016 -1.027
N -3.478 0.976 -2.090
C -4.328 2.152 -2.073
P -1.932 0.973 -2.692
O -0.898 0.327 -1.859
N -1.445 2.472 -3.257
C -1.990 3.062 -4.458
C -0.953 3.459 -2.301
N -2.107 0.081 -4.104
C -0.913 -0.416 -4.755
C -3.335 -0.179 -4.808
H -3.710 0.489 -0.044
H -3.058 -0.804 -1.062
H -4.783 -0.387 -1.171
H -4.471 2.518 -1.056
H -5.310 1.903 -2.498
H -3.891 2.958 -2.659
H -2.391 2.284 -5.106
H -1.191 3.587 -4.993
H -2.782 3.794 -4.248
H -0.549 2.943 -1.438
H -1.748 4.125 -1.954
H -0.169 4.058 -2.779
H -0.057 -0.244 -4.104
H -0.741 0.091 -5.717
H -0.997 -1.492 -4.943
H -4.162 0.319 -4.307
H -3.548 -1.255 -4.844
H -3.276 0.182 -5.846
F -4.031 2.902 1.394
B -2.800 3.385 0.905
F -2.116 2.335 0.246
F -3.071 4.421 -0.034
F -2.017 3.904 1.941
```

---

DFT (wB97M-V/def2-TZVPD) results for a molecular structure, C34H38F3N2O6PRhS2 in a non-equilibrium geometry.

HOMO (alpha / beta) ... -0.075 / -0.184 Ha
E_LUMO (alpha / beta) ... 2.36 / 0.18 eV
HOMO-LUMO gap (alpha / beta) ... 4.41 / 5.19 eV
Total charge ... -1
DFT total energy ... -3427.35134 a.u.
Multiplicity ... 5

XYZ file:
```
87
C34H38F3N2O6PRhS2, DFT wB97M-V/def2-TZVPD
Rh -2.232 0.325 -0.011
F -2.935 4.833 2.802
C -2.856 3.497 2.773
C -2.526 2.865 1.597
C -2.473 1.478 1.596
C -2.739 0.745 2.766
C -3.047 1.446 3.912
F -3.295 0.788 5.063
C -3.122 2.818 3.947
C -2.631 -0.718 2.633
C -2.933 -1.676 3.591
C -2.770 -3.019 3.285
C -2.298 -3.382 2.045
C -2.030 -2.381 1.132
N -2.207 -1.094 1.423
H -2.313 3.436 0.702
H -3.370 3.338 4.860
H -3.298 -1.362 4.557
H -3.018 -3.778 4.019
H -2.145 -4.420 1.776
H -1.680 -2.583 0.130
C 0.325 2.124 -6.814
C 1.453 2.056 -5.789
C 2.606 1.221 -6.322
C 3.731 1.141 -5.300
C 3.199 0.566 -4.013
C 4.044 -0.192 -3.163
C 3.520 -0.688 -1.994
F 4.338 -1.411 -1.171
C 2.212 -0.496 -1.615
C 1.346 0.252 -2.459
C 0.000 0.473 -2.073
O -0.425 -0.166 -0.978
C -0.788 1.357 -2.890
C -0.272 1.818 -4.054
N 0.992 1.499 -4.513
C 1.874 0.773 -3.674
C -2.160 1.896 -2.546
O -2.835 2.456 -3.402
O -2.546 1.830 -1.294
H 0.757 2.281 -7.806
H -0.372 2.940 -6.623
H -0.237 1.186 -6.821
H 1.827 3.074 -5.612
H 2.952 1.665 -7.258
H 2.235 0.212 -6.538
H 4.134 2.148 -5.131
H 4.553 0.524 -5.673
H 5.079 -0.380 -3.429
H 1.831 -0.890 -0.681
H -0.881 2.470 -4.658
C -5.131 -0.414 -2.578
C -4.671 -1.003 -1.253
C -5.162 -2.436 -1.083
O -3.267 -0.972 -1.164
H -6.227 -0.411 -2.650
H -4.722 -1.015 -3.400
H -4.758 0.607 -2.685
H -5.126 -0.406 -0.448
H -4.649 -3.074 -1.810
H -6.245 -2.514 -1.243
H -4.927 -2.800 -0.078
C 0.828 -2.830 3.511
C 0.831 -1.378 3.934
C 1.003 -1.234 5.434
O 1.937 -0.773 3.212
P 2.045 0.745 2.751
S 1.644 2.062 4.120
S 0.808 1.126 1.242
O 3.497 0.764 2.123
C 4.772 0.268 2.620
C 4.943 0.389 4.125
C 4.965 -1.151 2.121
H 0.018 -3.368 4.011
H 1.781 -3.289 3.786
H 0.695 -2.917 2.431
H -0.096 -0.895 3.619
H 1.933 -1.716 5.749
H 0.166 -1.720 5.944
H 1.032 -0.187 5.726
H 5.490 0.916 2.133
H 4.219 -0.241 4.648
H 4.804 1.418 4.460
H 5.949 0.059 4.394
H 4.266 -1.826 2.620
H 5.987 -1.474 2.334
H 4.795 -1.205 1.044
```

---

DFT (wB97M-V/def2-TZVPD) results for a molecular structure, C34H38ILaN6O6PSTe in a non-equilibrium geometry.

HOMO ... -0.346 Ha
E_LUMO ... -3.87 eV
HOMO-LUMO gap ... 5.55 eV
Total charge ... +1
DFT total energy ... -3435.12803 a.u.

XYZ file:
```
89
C34H38ILaN6O6PSTe, DFT wB97M-V/def2-TZVPD
La -0.218 -0.503 0.508
C 1.039 6.630 -5.896
O 1.538 5.379 -5.460
C 2.272 5.370 -4.324
C 2.809 4.142 -3.943
C 3.559 3.998 -2.813
C 3.856 5.106 -2.026
C 3.386 6.340 -2.441
C 2.595 6.495 -3.560
N 4.779 5.190 -0.931
N 4.930 4.323 -0.079
C 4.160 3.128 -0.071
C 4.831 1.949 -0.213
C 4.149 0.745 -0.003
C 2.821 0.687 0.391
O 2.126 -0.428 0.646
C 2.122 1.958 0.520
N 0.776 1.899 0.881
C 0.112 3.037 1.047
C 0.724 4.284 0.896
C 2.037 4.389 0.501
C 2.774 3.185 0.281
H 0.460 6.445 -6.794
H 1.860 7.317 -6.138
H 0.376 7.085 -5.144
H 2.609 3.296 -4.564
H 3.973 3.034 -2.597
H 3.648 7.215 -1.836
H 2.270 7.482 -3.835
H 5.885 1.987 -0.459
H 4.699 -0.173 -0.134
H -0.924 2.956 1.329
H 0.137 5.173 1.078
H 2.456 5.384 0.342
N -1.842 -3.027 6.560
C -1.182 -2.257 6.014
C -0.369 -1.335 5.245
C 0.470 -0.391 5.829
C 1.228 0.427 5.012
C 1.107 0.304 3.634
N 0.241 -0.567 3.093
C -0.466 -1.388 3.865
H 0.526 -0.326 6.909
H 1.924 1.149 5.441
H 1.699 0.887 2.951
H -1.072 -2.132 3.384
N -3.514 0.505 -1.520
C -2.200 0.770 -2.027
O -1.386 1.110 -1.023
C -1.845 0.569 -3.328
I 0.590 -2.358 -1.998
H -3.672 1.106 -0.725
H -4.234 0.636 -2.232
H -0.850 0.786 -3.670
H -2.610 0.276 -4.036
Te 2.188 -3.014 0.167
C 2.273 -5.051 -0.174
C 3.524 -5.636 -0.234
C 3.461 -7.052 -0.332
C 2.172 -7.504 -0.335
S 1.033 -6.228 -0.230
H 4.452 -5.084 -0.238
H 4.317 -7.699 -0.413
H 1.816 -8.510 -0.457
C -5.533 -2.406 -1.530
C -4.455 -3.417 -1.240
O -3.869 -3.133 0.082
P -2.683 -2.061 0.145
O -3.083 -0.987 1.271
C -3.733 -1.419 2.494
C -5.225 -1.481 2.277
O -1.574 -2.844 1.164
C -1.333 -4.259 0.960
C -2.213 -5.039 1.871
H -6.108 -2.724 -2.397
H -5.123 -1.413 -1.735
H -6.217 -2.323 -0.669
H -3.669 -3.363 -1.994
H -4.840 -4.429 -1.195
H -3.490 -0.682 3.249
H -3.327 -2.369 2.789
H -5.588 -0.522 1.882
H -5.730 -1.644 3.227
H -5.493 -2.287 1.600
H -0.293 -4.419 1.164
H -1.525 -4.500 -0.090
H -2.082 -4.718 2.919
H -1.955 -6.098 1.846
H -3.264 -4.931 1.621
```

---

DFT (wB97M-V/def2-TZVPD) results for a molecular structure, C34H38MgN3O4S5 in a non-equilibrium geometry.

HOMO ... -0.387 Ha
E_LUMO ... -2.63 eV
HOMO-LUMO gap ... 7.90 eV
Total charge ... +1
DFT total energy ... -3974.58077 a.u.

XYZ file:
```
85
C34H38MgN3O4S5, DFT wB97M-V/def2-TZVPD
Mg 0.104 -0.393 -0.137
C 3.379 -2.054 4.799
C 4.292 -2.336 3.592
S 3.601 -1.437 2.173
C 3.473 -2.631 0.828
C 2.391 -3.639 1.104
S 0.707 -2.964 1.009
C 0.032 -2.798 2.710
C 0.691 -2.084 3.888
S 1.841 -2.988 4.934
H 3.117 -1.007 4.865
H 4.111 -2.268 5.661
H 4.377 -3.438 3.320
H 5.269 -1.989 3.778
H 4.415 -3.105 0.656
H 3.363 -2.008 -0.159
H 2.592 -4.137 2.123
H 2.410 -4.432 0.333
H -0.245 -3.769 3.225
H -0.854 -2.131 2.472
H -0.114 -1.689 4.596
H 1.128 -1.207 3.490
N 0.479 -2.291 -3.892
C 1.588 -1.592 -4.177
C 2.316 -1.720 -5.339
C 3.483 -0.890 -5.264
C 3.739 -0.039 -4.226
C 2.977 0.058 -3.064
C 1.897 -0.809 -3.031
N 0.893 -1.093 -2.018
C 0.096 -1.945 -2.629
C -1.069 -2.426 -1.952
C -1.895 -3.441 -2.351
S -3.100 -3.762 -1.288
C -2.545 -2.432 -0.291
N -1.454 -1.871 -0.757
H 0.048 -2.911 -4.584
H 2.024 -2.351 -6.231
H 4.208 -0.988 -6.117
H 4.717 0.403 -4.193
H 3.248 0.578 -2.180
H -1.787 -4.052 -3.192
H -3.054 -2.086 0.548
O -1.175 1.416 -0.644
C -2.388 1.289 0.074
C -2.019 0.298 1.284
O -2.917 -0.348 1.764
O -0.761 0.233 1.521
C -3.456 0.637 -0.790
C -4.657 0.170 -0.172
C -5.742 -0.282 -0.913
C -5.619 -0.406 -2.283
C -4.484 0.075 -2.923
C -3.409 0.497 -2.160
C -2.872 2.608 0.527
C -3.226 2.846 1.872
C -3.798 4.000 2.258
C -3.948 5.069 1.307
C -3.559 4.853 0.005
C -3.006 3.610 -0.368
H -1.319 1.905 -1.460
H -4.803 0.332 0.852
H -6.567 -0.611 -0.266
H -6.408 -0.719 -2.928
H -4.387 -0.067 -4.016
H -2.482 0.803 -2.716
H -3.205 2.060 2.514
H -3.926 4.135 3.395
H -4.453 6.001 1.596
H -3.678 5.650 -0.714
H -2.815 3.500 -1.437
O 1.729 0.690 0.282
S 1.958 1.467 1.602
C 3.584 2.282 1.392
C 3.420 3.424 0.331
C 1.902 3.581 0.160
C 1.170 3.113 1.421
H 4.326 1.556 1.050
H 3.722 2.729 2.356
H 3.973 3.055 -0.561
H 3.793 4.319 0.741
H 1.569 2.979 -0.678
H 1.630 4.611 -0.080
H 0.064 3.191 1.359
H 1.348 3.612 2.416
```

---

DFT (wB97M-V/def2-TZVPD) results for a molecular structure, C34H38MnN6O6 in a non-equilibrium geometry.

HOMO (alpha / beta) ... -0.300 / -0.315 Ha
E_LUMO (alpha / beta) ... -1.01 / -1.15 eV
HOMO-LUMO gap (alpha / beta) ... 7.17 / 7.44 eV
DFT total energy ... -3249.49539 a.u.
Multiplicity ... 2

XYZ file:
```
85
C34H38MnN6O6, DFT wB97M-V/def2-TZVPD
Mn 0.703 1.786 0.282
O 3.875 3.411 -1.413
C 2.845 3.157 -0.829
O 2.524 2.016 -0.296
C 1.783 4.208 -0.628
C 1.959 5.503 -1.069
C 0.955 6.425 -0.831
C -0.172 6.010 -0.147
C -0.282 4.691 0.266
N 0.680 3.791 0.013
C -1.503 4.248 1.071
O -2.347 5.094 1.328
O -1.462 3.025 1.400
H 2.878 5.745 -1.582
H 1.054 7.450 -1.164
H -0.991 6.671 0.094
C 1.756 1.988 4.552
C 0.780 2.093 3.408
N -0.465 2.421 3.687
O 1.198 1.867 2.253
H 1.301 1.511 5.419
H 2.073 2.991 4.842
H 2.633 1.427 4.242
H -0.717 2.610 4.641
H -1.109 2.626 2.887
C -2.017 -4.551 3.189
C -1.044 -4.704 2.053
C -1.291 -4.128 0.812
C -0.410 -4.275 -0.246
C 0.763 -4.997 -0.072
N 1.706 -5.166 -1.119
C 1.884 -4.320 -2.193
O 2.183 -4.723 -3.295
N 1.681 -2.970 -1.947
C 1.895 -2.256 -0.757
C 2.680 -2.697 0.298
C 2.840 -1.846 1.378
C 2.231 -0.608 1.389
N 1.444 -0.190 0.391
C 1.295 -1.004 -0.651
C 1.025 -5.580 1.162
C 0.125 -5.441 2.205
H -2.704 -3.725 3.008
H -1.499 -4.362 4.129
H -2.612 -5.457 3.319
H -2.194 -3.551 0.662
H -0.635 -3.819 -1.201
H 1.975 -6.116 -1.336
H 1.641 -2.425 -2.797
H 3.165 -3.660 0.272
H 3.462 -2.133 2.214
H 2.376 0.087 2.197
H 0.686 -0.663 -1.478
H 1.944 -6.137 1.303
H 0.346 -5.901 3.160
C -1.760 -0.618 1.567
C -2.752 -0.444 0.416
C -3.623 0.798 0.610
C -2.183 -0.466 -0.993
C -2.684 -1.432 -1.855
C -2.358 -1.452 -3.201
C -1.545 -0.462 -3.726
C -0.984 0.513 -2.916
C -0.114 1.563 -3.577
C 1.378 1.315 -3.346
C -0.533 2.992 -3.229
C -1.253 0.481 -1.519
N -0.567 1.310 -0.677
H -2.317 -0.815 2.486
H -1.173 0.285 1.723
H -1.079 -1.455 1.401
H -3.422 -1.309 0.453
H -3.023 1.704 0.575
H -4.118 0.758 1.582
H -4.395 0.850 -0.159
H -3.373 -2.171 -1.464
H -2.767 -2.218 -3.847
H -1.337 -0.444 -4.788
H -0.285 1.442 -4.651
H 1.642 1.335 -2.288
H 1.969 2.082 -3.848
H 1.679 0.348 -3.755
H -0.332 3.223 -2.188
H -1.598 3.139 -3.408
H 0.017 3.701 -3.851
```